1.
{"formula": "C18H18N4O9SSeTi", "method": "wB97M-V/def2-TZVPD", "elements": ["Ti", "O", "C", "O", "C", "O", "C", "C", "O", "O", "H", "H", "H", "H", "H", "N", "N", "C", "N", "S", "H", "H", "H", "H", "H", "O", "C", "O", "C", "C", "C", "N", "C", "C", "C", "O", "O", "H", "H", "H", "Se", "C", "C", "C", "C", "C", "C", "H", "H", "H", "H", "H"], "xyz": [[0.02, 0.20, 0.42], [0.85, 3.18, -0.36], [-0.28, 2.43, -0.14], [-0.60, 2.07, 1.05], [-1.23, 2.51, -1.31], [-1.06, 1.52, -2.32], [0.16, 1.52, -3.02], [1.26, 0.60, -2.46], [2.15, 0.25, -3.22], [1.17, 0.29, -1.22], [1.46, 3.01, 0.38], [-1.11, 3.50, -1.77], [-2.24, 2.37, -0.94], [0.59, 2.53, -3.10], [-0.05, 1.17, -4.03], [-0.66, -2.13, -1.16], [0.10, -3.25, -1.51], [1.35, -3.41, -1.00], [2.02, -4.46, -1.61], [2.03, -2.51, 0.19], [-1.61, -2.40, -0.94], [-0.65, -1.42, -1.89], [-0.04, -3.63, -2.44], [1.45, -5.25, -1.87], [2.86, -4.71, -1.11], [-3.75, -4.31, 4.32], [-2.55, -4.09, 4.56], [-1.74, -4.74, 5.26], [-1.90, -2.99, 3.68], [-0.56, -2.66, 3.81], [0.00, -1.68, 3.01], [-0.71, -1.04, 2.07], [-2.01, -1.36, 1.93], [-2.64, -2.30, 2.71], [-2.72, -0.69, 0.75], [-3.92, -0.87, 0.58], [-1.93, -0.03, -0.02], [0.04, -3.18, 4.55], [1.03, -1.36, 3.10], [-3.69, -2.52, 2.58], [2.12, 1.26, 2.05], [3.44, 0.33, 3.03], [4.04, 0.95, 4.14], [5.01, 0.31, 4.90], [5.42, -0.98, 4.59], [4.83, -1.62, 3.50], [3.87, -0.97, 2.73], [3.73, 1.95, 4.40], [5.45, 0.83, 5.74], [6.17, -1.49, 5.18], [5.13, -2.63, 3.23], [3.45, -1.48, 1.88]], "s_squared": 2.006, "homo_energy_ha": [-0.05871, -0.07900], "orbital_gap_ev": [5.7, 6.3], "spin_multiplicity": 3, "charge": -2}

2.
{"formula": "C9H11BN2", "method": "wB97M-V/def2-TZVPD", "elements": ["B", "C", "C", "C", "C", "C", "C", "C", "C", "C", "N", "N", "H", "H", "H", "H", "H", "H", "H", "H", "H", "H", "H"], "xyz": [[-0.36, -0.63, 1.04], [-2.81, -2.68, -0.49], [-2.08, -2.17, -1.62], [2.73, 2.71, -0.83], [2.15, 2.37, -2.08], [-2.31, -2.02, 0.60], [-1.04, -1.46, -1.14], [2.16, 1.89, 0.11], [1.37, 1.24, -1.78], [0.02, 0.08, 2.34], [-1.19, -1.36, 0.24], [1.43, 0.91, -0.52], [-3.58, -3.34, -0.65], [-2.37, -2.43, -2.59], [3.38, 3.59, -0.51], [2.24, 2.81, -2.96], [-2.46, -2.05, 1.70], [-0.33, -1.02, -1.79], [2.17, 1.79, 1.12], [0.78, 0.76, -2.44], [0.18, 1.20, 2.21], [0.88, -0.33, 2.73], [-0.62, 0.02, 3.33]], "homo_energy_ha": -0.23920, "orbital_gap_ev": 5.6, "charge": 0}

3.
{"formula": "C3H12N3S", "method": "wB97M-V/def2-TZVPD", "elements": ["C", "C", "C", "N", "N", "N", "S", "H", "H", "H", "H", "H", "H", "H", "H", "H", "H", "H", "H"], "xyz": [[1.93, -1.54, -0.43], [-0.17, 1.17, -1.31], [1.88, -0.33, 0.47], [-0.71, 1.09, 0.96], [0.22, 1.33, 0.12], [-3.13, -0.20, 0.63], [3.23, 0.27, 1.09], [2.42, -1.40, -1.43], [2.54, -2.37, 0.13], [0.98, -2.06, -0.58], [-1.01, 2.00, -1.37], [0.78, 1.48, -1.81], [-0.61, 0.09, -1.54], [-0.48, 1.21, 1.97], [-1.70, 0.77, 0.89], [-2.98, -1.11, 0.28], [-3.63, 0.44, -0.03], [-3.61, -0.16, 1.57], [4.07, -0.66, 0.37]], "homo_energy_ha": [-0.44143, -0.44147], "orbital_gap_ev": [7.3, 7.3], "charge": 1}

The records above yield electronic energy values of -142648.1041; -13163.2879; -18599.5463 eV, respectively.
The records above yield maximum force values of 1.23; 5.35; 3.39 eV/Å, respectively.
The records above yield M values of 593.26; 158.01; 122.22 g mol⁻¹, respectively.